No. 1
Formula: C21H25BrCoN8O3
Source: the Open Molecules 2025 dataset
Level of theory: ωB97M-V/def2-TZVPD

Values from the calculation:
Net charge: +1
Gap between HOMO and LUMO (spin up / spin down) (eV): 8.59 / 5.50
Expectation value of S²: 6.017
Spin multiplicity: 5

Geometry (Å):
Co -0.692 -1.235 0.386
O 0.252 -1.680 5.575
C 1.459 -1.208 5.174
C 2.542 -1.131 6.043
C 3.742 -0.592 5.619
C 3.873 -0.115 4.325
C 2.810 -0.219 3.445
C 1.606 -0.772 3.854
C 0.439 -0.915 2.885
O 0.770 -1.468 1.710
N -0.139 0.422 2.675
N -0.675 0.702 1.512
C -1.077 1.889 1.215
C -1.708 2.213 -0.028
Br -2.282 0.702 -1.086
C -1.943 3.448 -0.492
C -2.734 3.716 -1.703
C -2.179 3.755 -2.977
C -2.991 3.975 -4.077
C -4.355 4.149 -3.915
C -4.909 4.122 -2.646
C -4.104 3.904 -1.544
H 0.298 -1.956 6.499
H 2.433 -1.501 7.052
H 4.571 -0.538 6.308
H 4.803 0.325 4.002
H 2.902 0.120 2.424
H -0.338 -1.523 3.407
H -0.120 1.103 3.426
H -0.959 2.707 1.925
H -1.598 4.306 0.073
H -1.117 3.610 -3.110
H -2.559 4.005 -5.065
H -4.984 4.312 -4.775
H -5.969 4.266 -2.511
H -4.530 3.863 -0.553
C 3.452 -0.352 -1.811
N 2.580 -1.277 -2.508
C 2.932 -1.471 -3.902
C 1.316 -1.480 -2.035
N 0.770 -0.777 -1.105
N 0.637 -2.536 -2.610
C -0.596 -3.029 -2.256
N -1.044 -4.042 -3.034
N -1.251 -2.554 -1.262
H 4.480 -0.592 -2.072
H 3.349 -0.478 -0.735
H 3.268 0.692 -2.087
H 4.016 -1.469 -3.991
H 2.538 -0.659 -4.523
H 2.577 -2.418 -4.302
H 1.354 -0.001 -0.814
H 1.156 -3.076 -3.286
H -0.554 -4.365 -3.849
H -1.937 -4.461 -2.839
H -2.167 -2.973 -1.138
O -2.909 -4.191 2.017
C -2.463 -3.163 1.698
N -2.037 -2.094 1.389

Here are the Löwdin charges for atoms 1 to 2, given in e: 0.6715 0.0684

=====

No. 2
Formula: C27H32N4O6S
Source: the Open Molecules 2025 dataset
Level of theory: ωB97M-V/def2-TZVPD

Values from the calculation:
SMILES: COc1cc([C@H](C(=O)NC(C)(C)C)N(C(=O)CNC(=O)c2cccs2)c2cccnc2)cc(OC)c1OC
Gap between HOMO and LUMO (eV): 8.27

Geometry (Å):
C -2.921 -0.077 3.643
O -3.748 0.212 2.541
C -3.352 -0.212 1.305
C -2.141 -0.844 1.073
C -1.810 -1.268 -0.206
C -0.450 -1.814 -0.567
C 0.417 -2.456 0.544
O 0.191 -2.358 1.736
N 1.452 -3.116 0.014
C 2.552 -3.718 0.770
C 3.556 -4.233 -0.258
C 2.006 -4.867 1.622
C 3.209 -2.653 1.652
N 0.308 -0.703 -1.180
C 1.075 -0.960 -2.261
O 1.179 -2.084 -2.721
C 1.807 0.206 -2.932
N 2.331 1.191 -2.019
C 3.052 0.808 -0.937
O 3.346 -0.356 -0.733
C 3.423 1.883 -0.010
C 4.044 1.710 1.198
C 4.227 2.915 1.900
C 3.745 3.991 1.222
S 3.059 3.557 -0.287
C 0.110 0.562 -0.585
C 0.495 0.790 0.734
C 0.227 2.026 1.297
C -0.418 2.981 0.526
N -0.794 2.766 -0.724
C -0.546 1.588 -1.262
C -2.708 -1.068 -1.237
C -3.924 -0.412 -1.033
O -4.668 -0.291 -2.164
C -5.936 0.327 -2.152
C -4.246 0.048 0.248
O -5.438 0.710 0.482
C -5.320 2.031 0.974
H -2.750 -1.152 3.745
H -1.958 0.438 3.567
H -3.461 0.290 4.515
H -1.456 -1.035 1.878
H -0.566 -2.563 -1.359
H 1.572 -3.087 -0.991
H 3.089 -4.961 -0.918
H 4.396 -4.708 0.242
H 3.929 -3.403 -0.854
H 2.810 -5.323 2.193
H 1.551 -5.624 0.989
H 1.255 -4.489 2.310
H 2.505 -2.306 2.403
H 3.515 -1.815 1.030
H 4.082 -3.066 2.151
H 1.126 0.692 -3.632
H 2.623 -0.255 -3.501
H 2.068 2.156 -2.137
H 4.349 0.743 1.554
H 4.696 2.981 2.865
H 3.754 5.023 1.515
H 0.988 0.014 1.297
H 0.514 2.241 2.315
H -0.650 3.961 0.920
H -0.895 1.447 -2.277
H -2.485 -1.394 -2.241
H -5.861 1.398 -1.948
H -6.605 -0.133 -1.424
H -6.329 0.181 -3.159
H -6.328 2.443 0.952
H -4.663 2.632 0.334
H -4.938 2.050 1.996

Here are the Löwdin charges for atoms 1 to 2, given in e: -0.0654 -0.0869

=====

No. 3
Formula: C5H10O3
Source: the Open Molecules 2025 dataset
Level of theory: ωB97M-V/def2-TZVPD

Values from the calculation:
SMILES: CC1(C)OCOCO1
Gap between HOMO and LUMO (eV): 10.91

Geometry (Å):
C 1.231 -0.731 1.288
C 0.820 0.015 0.040
C 2.014 0.399 -0.795
O 0.056 -0.753 -0.845
C -1.228 -1.103 -0.436
O -1.851 -0.086 0.386
C -1.265 1.154 -0.028
O 0.079 1.195 0.398
H 1.667 0.018 1.957
H 0.329 -1.106 1.687
H 1.862 -1.574 1.075
H 1.606 0.916 -1.697
H 2.557 -0.503 -1.122
H 2.643 1.063 -0.233
H -1.242 -2.035 0.119
H -1.948 -1.187 -1.236
H -1.405 1.271 -1.095
H -1.782 1.879 0.618

Here are the Löwdin charges for atoms 1 to 2, given in e: 0.0247 -0.6138

=====

No. 4
Formula: C4H8O2
Source: the Open Molecules 2025 dataset
Level of theory: ωB97M-V/def2-TZVPD

Values from the calculation:
Gap between HOMO and LUMO (spin up / spin down) (eV): 7.21 / 7.21

Geometry (Å):
C 1.630 0.359 0.379
C -0.071 -1.672 0.280
C -1.664 0.372 -0.458
C -0.595 0.725 -1.091
O 0.634 -0.227 -0.474
O -2.629 1.116 0.124
H -2.334 2.048 0.079
H -0.223 1.504 -1.732
H 2.018 1.268 -0.080
H 1.187 0.614 1.346
H 2.435 -0.365 0.509
H 0.894 -2.171 0.264
H -0.496 -1.453 1.249
H -0.785 -2.118 -0.395

Here are the Löwdin charges for atoms 1 to 2, given in e: -0.0823 0.1183

=====

No. 5
Formula: C3HEuFO
Source: the Open Molecules 2025 dataset
Level of theory: ωB97M-V/def2-TZVPD

Values from the calculation:
Net charge: +1
Gap between HOMO and LUMO (spin up / spin down) (eV): 6.59 / 5.04
Expectation value of S²: 12.019
Spin multiplicity: 7

Geometry (Å):
O -3.141 1.117 0.166
C -2.145 0.482 0.022
C -1.175 -0.316 -0.252
C 0.010 -0.809 0.123
H -0.064 -1.924 -0.017
F 4.179 1.192 -0.010
Eu 2.336 0.258 -0.033

Here are the Löwdin charges for atoms 1 to 2, given in e: 0.2556 -0.1133

=====

No. 6
Formula: C14H33CaN2O6
Source: the Open Molecules 2025 dataset
Level of theory: ωB97M-V/def2-TZVPD

Values from the calculation:
Gap between HOMO and LUMO (spin up / spin down) (eV): 2.81 / 9.02
Expectation value of S²: 0.750
Spin multiplicity: 2

Geometry (Å):
Ca 0.189 -0.067 -0.133
C 4.080 1.436 -0.978
C 2.927 0.641 -0.571
O 2.383 -0.290 -1.141
O 2.318 1.103 0.376
H 3.854 2.499 -0.886
H 4.308 1.201 -2.017
H 4.945 1.213 -0.353
C 0.148 2.505 2.611
O -0.535 1.860 1.526
C -1.962 1.896 1.713
C -2.517 0.976 0.577
N -2.039 -0.450 0.612
C -2.004 -1.281 1.859
C -0.910 -1.052 2.878
O 0.354 -0.830 2.164
C 1.461 -1.133 2.993
H -0.045 2.116 3.611
H -0.197 3.536 2.682
H 1.228 2.389 2.517
H -2.315 2.925 1.643
H -2.252 1.521 2.695
H -2.334 1.370 -0.422
H -3.604 1.011 0.653
H -2.578 -0.926 -0.098
H -1.892 -2.278 1.432
H -3.010 -1.335 2.275
H -0.807 -1.954 3.482
H -1.018 -0.310 3.669
H 1.302 -2.045 3.570
H 1.576 -0.340 3.732
H 2.404 -1.238 2.458
C 0.581 -3.612 0.468
O 0.220 -2.479 -0.352
C -0.468 -3.013 -1.482
C -0.184 -2.110 -2.675
N -0.648 -0.752 -2.247
C -0.237 0.091 -3.351
C -0.550 1.543 -2.943
O -0.236 1.898 -1.616
C 0.133 3.238 -1.576
H -0.223 -4.315 0.686
H 1.133 -3.306 1.357
H 1.281 -4.176 -0.148
H -1.540 -2.985 -1.284
H -0.143 -4.004 -1.799
H -0.742 -2.320 -3.588
H 0.887 -2.050 -2.870
H -1.636 -0.828 -2.442
H -0.927 -0.204 -4.142
H 0.785 -0.113 -3.673
H -1.615 1.762 -3.023
H -0.049 2.182 -3.671
H -0.108 3.695 -0.617
H -0.363 3.863 -2.319
H 1.191 3.323 -1.821

Here are the Löwdin charges for atoms 1 to 2, given in e: 1.2461 -0.0080

=====

No. 7
Formula: C22H36N4O3RbTe2
Source: the Open Molecules 2025 dataset
Level of theory: ωB97M-V/def2-TZVPD

Values from the calculation:
Net charge: +1
Gap between HOMO and LUMO (eV): 7.93

Geometry (Å):
Rb -0.066 0.347 1.029
O 3.220 -6.659 2.586
C 1.875 -6.386 2.916
C 1.480 -5.061 2.325
C 0.355 -4.384 2.775
C 0.050 -3.166 2.195
N 0.773 -2.597 1.237
C 1.848 -3.249 0.786
C 2.226 -4.483 1.308
C 2.593 -2.610 -0.335
C 3.774 -3.151 -0.833
C 4.370 -2.591 -1.957
C 5.624 -3.208 -2.531
O 6.510 -3.683 -1.538
C 3.774 -1.476 -2.524
C 2.628 -0.971 -1.929
N 2.046 -1.509 -0.866
H 3.491 -7.479 3.008
H 1.723 -6.348 3.999
H 1.206 -7.158 2.516
H -0.268 -4.792 3.561
H -0.830 -2.616 2.517
H 3.093 -5.015 0.949
H 4.255 -3.998 -0.365
H 6.111 -2.499 -3.206
H 5.348 -4.085 -3.119
H 6.858 -2.938 -1.037
H 4.195 -1.004 -3.403
H 2.159 -0.076 -2.325
C -3.951 -0.889 4.230
Te -3.386 -0.743 2.165
C -4.775 0.821 1.707
H -3.793 0.061 4.732
H -3.336 -1.653 4.699
H -4.996 -1.178 4.299
H -5.770 0.404 1.578
H -4.446 1.289 0.783
H -4.780 1.555 2.509
C -3.458 4.236 0.955
N -2.718 4.309 -0.291
C -3.160 5.333 -1.225
C -2.037 5.677 -2.184
C -1.549 4.406 -2.850
N -1.263 3.378 -1.862
C -0.571 2.201 -2.354
C -1.872 3.306 -0.642
O -1.631 2.360 0.126
H -3.403 5.196 1.470
H -3.035 3.460 1.585
H -4.510 4.005 0.764
H -3.445 6.211 -0.646
H -4.047 4.994 -1.773
H -1.222 6.142 -1.627
H -2.383 6.380 -2.940
H -0.626 4.611 -3.397
H -2.290 4.048 -3.576
H 0.111 2.503 -3.144
H -1.269 1.460 -2.760
H 0.006 1.736 -1.558
C 3.007 4.823 -2.785
Te 3.435 2.742 -3.097
C 2.564 2.715 -5.069
H 3.595 5.428 -3.469
H 3.276 5.070 -1.760
H 1.946 5.010 -2.930
H 1.816 3.503 -5.127
H 2.093 1.753 -5.254
H 3.333 2.892 -5.815

Here are the Löwdin charges for atoms 1 to 2, given in e: 0.7549 -0.0478

=====

No. 8
Formula: CH9NO5
Source: the Open Molecules 2025 dataset
Level of theory: ωB97M-V/def2-TZVPD

Values from the calculation:
SMILES: NC(=O)O.O.O.O
Gap between HOMO and LUMO (eV): 10.78

Geometry (Å):
N 0.176 -0.167 2.259
C 1.458 0.061 1.907
O 2.459 -0.120 2.567
O 1.560 0.441 0.593
H -0.496 0.454 1.834
H -0.146 -0.825 2.935
H 2.488 0.722 0.490
O -1.636 0.215 -2.524
H -1.334 0.632 -3.353
H -1.109 -0.590 -2.424
O 0.565 -1.280 -1.537
H 1.151 -0.722 -1.017
H 1.003 -2.137 -1.476
O -1.961 1.312 0.248
H -1.360 0.980 -0.424
H -2.818 1.022 -0.077

Here are the Löwdin charges for atoms 1 to 2, given in e: 0.1926 -0.6401

=====

Number 1: largest force on an atom 1.3 eV Å⁻¹, E -5435.55664 Eh. Number 2: largest force on an atom 0.8 eV Å⁻¹, E -2116.73365 Eh. Number 3: largest force on an atom 2.4 eV Å⁻¹, E -422.19842 Eh. Number 4: largest force on an atom 2.7 eV Å⁻¹, E -307.42146 Eh. Number 5: largest force on an atom 6.4 eV Å⁻¹, E -999.88532 Eh. Number 6: largest force on an atom 5.4 eV Å⁻¹, E -1791.72673 Eh. Number 7: largest force on an atom 0.5 eV Å⁻¹, E -1864.59913 Eh. Number 8: largest force on an atom 1.5 eV Å⁻¹, E -474.49565 Eh.